ORCA calculation (ωB97M-V with the def2-TZVPD basis set) on a 2-piece molecular cluster, C2H11N2O overall.

## Properties
HOMO (alpha / beta) = -19.915 / -19.898 eV
charge = +2
ΔE to the lowest compared entry with this formula, charge and spin = 21.28 kcal per mole
gap between HOMO and LUMO (alpha / beta) = 12.11 / 7.01 eV
LUMO energy (alpha / beta) = -7.810 / -12.886 eV
largest force on an atom = 2.6 eV Å⁻¹
2S+1 = 2

Last column: Mulliken spin population.
Geometry (Å):
N -1.06200 0.78736 1.10583  0.00
C -0.53922 1.58831 -0.06854  0.07
C -0.11282 0.76307 -1.38943  0.01
N 1.00528 -0.09546 -1.02621  0.87
H -0.28644 0.55207 1.72582  0.00
H -1.69381 0.00095 0.97143  0.00
H -1.58504 1.40379 1.73369  0.00
H 0.28766 2.18928 0.27954  0.00
H -1.38641 2.22789 -0.35929  0.00
H 0.10457 1.24993 -2.35280  0.00
H -0.99530 0.07397 -1.52425  0.08
H 1.59301 -0.44590 -1.79245  -0.02
H 0.74654 -0.81558 -0.33138  -0.01
H -0.00202 -2.93073 0.57996  0.00
H 1.43386 -3.08243 0.96600  0.00
O 0.72119 -2.42620 1.01129  0.00

---

ORCA calculation (ωB97M-V with the def2-TZVPD basis set) on a 3-piece molecular cluster, C2H11N2O2 overall.

## Properties
HOMO = -14.721 eV
charge = +1
ΔE to the lowest compared entry with this formula, charge and spin = 39.21 kcal per mole
gap between HOMO and LUMO = 10.81 eV
LUMO energy = -3.915 eV
largest force on an atom = 4.2 eV Å⁻¹
2S+1 = 1

Last column: Mulliken charge in e.
Geometry (Å):
C -0.34167 0.08550 2.47829  -0.85
N -0.47245 -0.22058 1.06867  -0.15
C -1.10288 -1.40109 0.81142  0.18
N -0.79940 -2.09399 -0.30079  -0.34
H -1.31749 -0.00438 2.78794  0.35
H 0.38288 -0.71260 2.84156  0.34
H 0.10410 1.18799 2.73281  0.28
H 0.31212 0.04942 0.44564  0.31
H -1.70102 -2.02158 1.49091  0.35
H 0.05515 -1.81830 -0.99912  0.33
H -1.07636 -3.07389 -0.43869  0.26
H 0.71716 3.41916 -1.84450  0.32
H 2.20360 3.29677 -1.47556  0.33
O 1.36430 2.77608 -1.56439  -0.63
H -0.19152 0.15807 -2.00200  0.34
H 1.18148 0.73592 -2.27534  0.29
O 0.74822 0.08380 -1.73276  -0.69

---

ORCA calculation (ωB97M-V with the def2-TZVPD basis set) on a 2-piece molecular cluster, C2H11N3 overall.

## Properties
HOMO = -8.848 eV
charge = 0
ΔE to the lowest compared entry with this formula, charge and spin = 16.22 kcal per mole
gap between HOMO and LUMO = 9.84 eV
SMILES = NCN.CN
LUMO energy = 0.994 eV
largest force on an atom = 2.7 eV Å⁻¹
2S+1 = 1

Last column: Mulliken charge in e.
Geometry (Å):
N 1.23415 1.35821 -1.58467  -0.59
C -0.07267 1.28954 -0.91404  -0.12
N -0.03929 1.39014 0.53162  -0.50
H 1.38749 0.55777 -2.17778  0.22
H 1.96949 1.45670 -0.97587  0.21
H -0.48880 0.29921 -1.08313  0.18
H -0.69770 2.09138 -1.30572  0.21
H 0.61251 2.03354 0.93982  0.21
H -0.11006 0.51106 1.01206  0.21
C 0.09685 -2.02883 0.76004  -0.74
N -1.26171 -1.67227 1.13982  -0.46
H 0.42906 -2.95974 1.21686  0.34
H 0.23556 -2.22369 -0.30592  0.24
H 0.77488 -1.22965 1.06175  0.21
H -1.65323 -2.28321 1.83608  0.20
H -1.91013 -1.50759 0.38824  0.18

---

ORCA calculation (ωB97M-V with the def2-TZVPD basis set) on a 2-piece molecular cluster, C2H11N3 overall.

## Properties
HOMO (alpha / beta) = -11.016 / -11.016 eV
charge = +1
ΔE to the lowest compared entry with this formula, charge and spin = 15.19 kcal per mole
gap between HOMO and LUMO (alpha / beta) = 7.40 / 2.45 eV
LUMO energy (alpha / beta) = -3.611 / -8.566 eV
largest force on an atom = 0.8 eV Å⁻¹
2S+1 = 2

Last column: Mulliken spin population.
Geometry (Å):
C -3.99367 -0.01573 -0.33776  0.00
N -5.05417 0.72928 0.33013  0.00
H -4.32924 -0.93799 -0.81512  0.00
H -3.21419 -0.20775 0.38742  0.00
H -3.52820 0.58881 -1.12453  0.00
H -5.31141 0.33125 1.22175  0.00
H -5.90219 0.78328 -0.21818  0.00
N 3.55355 0.93664 0.11828  0.27
C 3.14715 -0.24918 -0.48150  0.01
N 2.72751 -1.32541 0.33385  0.55
H 4.51463 1.20128 -0.08342  0.00
H 3.32767 1.06776 1.10097  -0.01
H 2.23249 -0.08463 -1.11781  0.15
H 3.89706 -0.57355 -1.21437  0.07
H 2.30066 -1.13002 1.23915  -0.01
H 2.24190 -2.05648 -0.18142  -0.02

---

ORCA calculation (ωB97M-V with the def2-TZVPD basis set) on a 2-piece molecular cluster, C2H11N3O overall.

## Properties
HOMO = -8.523 eV
charge = 0
ΔE to the lowest compared entry with this formula, charge and spin = 38.75 kcal per mole
gap between HOMO and LUMO = 9.44 eV
SMILES = NCN.NCO
LUMO energy = 0.922 eV
largest force on an atom = 5.1 eV Å⁻¹
2S+1 = 1

Last column: Mulliken charge in e.
Geometry (Å):
N -0.39761 -1.78816 -0.75355  -0.52
C 0.98515 -1.30387 -0.97395  -0.31
N 1.32726 -0.66551 -2.26436  -0.71
H -0.46436 -2.82991 -0.64547  0.25
H -0.81223 -1.49631 -1.68483  0.22
H 1.58722 -2.18761 -0.63484  0.33
H 1.17103 -0.56140 -0.16372  0.14
H 2.25234 -0.23945 -2.24364  0.27
H 0.68694 0.12238 -2.18468  0.31
N -0.99619 0.72629 2.13030  -0.40
C -0.46357 1.34540 1.03673  0.15
O -1.14909 2.56368 0.61155  -0.54
H -0.78808 -0.18980 2.44008  0.13
H -1.76220 1.04634 2.68610  0.14
H -0.64384 0.63710 0.19778  0.01
H 0.51591 1.50482 1.16229  0.23
H -1.04868 3.31602 1.28419  0.30

---

ORCA calculation (ωB97M-V with the def2-TZVPD basis set) on a 3-piece molecular cluster, C2H11N3O2 overall.

## Properties
HOMO (alpha / beta) = -6.986 / -6.984 eV
charge = 0
ΔE to the lowest compared entry with this formula, charge and spin = 207.43 kcal per mole
gap between HOMO and LUMO (alpha / beta) = 7.00 / 7.00 eV
LUMO energy (alpha / beta) = 0.013 / 0.012 eV
largest force on an atom = 0.6 eV Å⁻¹
2S+1 = 1

Last column: Mulliken charge in e.
Geometry (Å):
C -1.75744 -0.36369 -0.94263  -0.57
N -0.91100 -1.42457 1.08643  -0.16
N 0.33320 -1.34293 1.59234  -0.49
O -1.38176 -0.03531 0.39930  -0.28
H -1.57428 -1.38413 1.85756  0.26
H 0.46368 -0.63766 2.31654  0.25
H 0.99944 -1.21007 0.81595  0.39
H -2.19218 0.53871 -1.37767  0.26
H -0.87948 -0.67478 -1.50885  0.30
H -2.51107 -1.15280 -0.92402  0.28
C 0.00029 1.48547 0.23714  -0.60
N 2.27682 0.59146 -1.03323  -0.42
O 1.27285 -0.28870 -0.72034  -0.53
H 3.12809 0.38437 -0.51256  0.18
H 2.48869 0.55115 -2.02909  0.18
H -0.81880 2.03314 0.68345  0.28
H 0.85102 1.28706 0.86294  0.35
H 0.21192 1.64327 -0.80326  0.32